Entry 1:
{"formula": "C10H13NO3", "method": "ωB97M-V/def2-TZVPD", "species": ["C", "C", "C", "C", "O", "C", "C", "C", "C", "O", "H", "H", "H", "H", "H", "H", "H", "H", "H", "N", "C", "C", "O", "H", "H", "H", "H"], "positions_angstrom": [[1.285, -1.360, 2.092], [1.496, -0.536, 0.821], [2.215, 0.580, 0.825], [2.405, 1.322, -0.378], [3.010, 2.383, -0.364], [1.763, 0.815, -1.584], [1.000, -0.284, -1.641], [0.399, -0.746, -2.879], [1.011, -1.179, -0.446], [0.461, -2.228, -0.468], [0.188, -1.298, 2.510], [1.793, -0.777, 2.933], [1.433, -2.352, 1.983], [2.728, 1.008, 1.642], [1.735, 1.503, -2.401], [-0.315, -1.540, -2.724], [1.099, -1.463, -3.329], [0.206, 0.095, -3.399], [-0.626, 0.994, -0.165], [-1.209, 0.732, 0.660], [-2.472, 0.728, 0.541], [-3.373, 0.458, 1.710], [-3.044, 0.798, -0.680], [-2.594, 0.458, 2.483], [-4.192, 1.131, 1.841], [-3.859, -0.539, 1.748], [-2.542, 1.299, -1.332]], "total_charge": 0, "orbital_gap_ha": 0.31444}

---

Entry 2:
{"formula": "C21H42NO18S3", "method": "ωB97M-V/def2-TZVPD", "species": ["N", "O", "O", "O", "O", "C", "O", "C", "C", "C", "H", "H", "H", "H", "H", "H", "O", "C", "O", "C", "C", "C", "H", "H", "H", "H", "H", "H", "O", "C", "O", "C", "C", "C", "H", "H", "H", "H", "H", "H", "O", "S", "O", "O", "C", "C", "C", "H", "H", "H", "H", "H", "H", "H", "H", "O", "S", "O", "O", "C", "C", "C", "H", "H", "H", "H", "H", "H", "H", "H", "O", "S", "O", "O", "C", "C", "C", "H", "H", "H", "H", "H", "H", "H", "H"], "positions_angstrom": [[-1.172, -0.393, 1.177], [-1.156, -1.122, 2.223], [-2.242, -0.363, 0.529], [-0.093, 0.107, 0.767], [2.549, 6.067, 0.418], [2.423, 4.954, 0.862], [1.229, 4.380, 0.981], [1.347, 3.001, 1.345], [2.712, 2.865, 1.980], [3.524, 4.037, 1.462], [1.330, 2.357, 0.466], [0.547, 2.784, 2.047], [3.098, 1.850, 1.883], [2.651, 2.948, 3.072], [4.218, 3.741, 0.674], [4.095, 4.509, 2.256], [-1.801, 2.878, -2.948], [-1.600, 3.517, -1.942], [-1.364, 4.818, -1.927], [-1.385, 5.409, -0.621], [-1.954, 4.260, 0.247], [-1.747, 2.980, -0.517], [-1.943, 6.341, -0.603], [-0.387, 5.661, -0.259], [-2.997, 4.504, 0.467], [-1.518, 4.222, 1.249], [-2.545, 2.262, -0.357], [-0.778, 2.494, -0.371], [-4.457, -1.733, -0.734], [-4.116, -1.530, -1.865], [-3.840, -2.509, -2.739], [-3.155, -1.949, -3.875], [-3.713, -0.533, -3.916], [-3.870, -0.156, -2.461], [-3.401, -2.465, -4.802], [-2.069, -1.903, -3.793], [-4.747, -0.583, -4.272], [-3.093, 0.185, -4.455], [-4.662, 0.568, -2.297], [-2.986, 0.219, -1.935], [4.409, 0.516, -2.645], [3.084, 0.976, -2.369], [2.894, 1.946, -1.316], [2.492, 1.548, -3.744], [1.197, 2.165, -3.689], [1.012, 2.952, -4.983], [1.944, -0.425, -2.129], [1.035, 2.874, -2.876], [0.408, 1.421, -3.578], [0.108, 3.550, -4.873], [0.912, 2.316, -5.866], [1.859, 3.589, -5.242], [1.872, -0.808, -3.146], [1.009, -0.019, -1.751], [2.382, -1.195, -1.504], [2.649, -2.612, 4.563], [2.098, -2.542, 5.895], [2.904, -2.674, 7.085], [1.310, -1.130, 6.053], [0.458, -0.714, 4.986], [1.222, 0.259, 4.081], [0.730, -3.740, 5.971], [-0.299, -0.093, 5.466], [0.090, -1.528, 4.363], [1.442, 1.196, 4.605], [0.609, 0.559, 3.230], [2.185, -0.112, 3.731], [0.532, -3.846, 7.035], [1.076, -4.643, 5.479], [-0.173, -3.357, 5.502], [-0.912, -2.617, -1.851], [-0.886, -3.437, -0.672], [-2.014, -3.446, 0.194], [-0.591, -4.974, -1.185], [-0.695, -5.999, -0.242], [-0.375, -7.348, -0.917], [0.680, -3.161, 0.221], [-1.692, -6.124, 0.195], [-0.057, -5.823, 0.633], [-1.158, -7.638, -1.610], [-0.166, -8.117, -0.175], [0.560, -7.223, -1.469], [1.435, -3.893, -0.052], [0.475, -3.130, 1.288], [1.017, -2.180, -0.106]], "total_charge": -1, "orbital_gap_ha": 0.29003}

---

Entry 3:
{"formula": "F6H28O14P", "method": "ωB97M-V/def2-TZVPD", "species": ["P", "F", "F", "F", "F", "F", "F", "O", "H", "H", "O", "H", "H", "O", "H", "H", "O", "H", "H", "O", "H", "H", "O", "H", "H", "O", "H", "H", "O", "H", "H", "O", "H", "H", "O", "H", "H", "O", "H", "H", "O", "H", "H", "O", "H", "H", "O", "H", "H"], "positions_angstrom": [[-0.412, 0.262, -0.192], [-0.597, 0.062, -1.822], [0.908, -0.610, -0.269], [0.630, 1.495, -0.442], [0.032, 0.643, 1.394], [-1.685, 1.261, -0.049], [-1.283, -1.050, 0.184], [1.039, -3.404, -4.712], [1.935, -3.215, -4.430], [0.489, -2.876, -4.134], [-4.140, -3.813, -2.356], [-4.838, -4.353, -1.985], [-4.313, -2.933, -2.019], [0.768, -5.384, 0.117], [1.501, -5.417, 0.731], [0.428, -4.492, 0.196], [-5.132, 3.885, -0.924], [-4.415, 3.263, -0.801], [-5.405, 3.760, -1.833], [-1.197, 4.601, -2.274], [-0.964, 3.700, -2.499], [-0.993, 4.676, -1.342], [1.482, 0.738, -6.245], [1.775, 0.173, -5.530], [0.927, 0.175, -6.784], [4.519, 1.890, -0.031], [4.400, 2.574, 0.628], [3.756, 1.973, -0.604], [1.105, -2.868, 3.272], [0.909, -3.128, 4.172], [0.468, -2.182, 3.076], [2.480, 3.703, 3.148], [2.331, 3.589, 4.087], [2.167, 2.889, 2.754], [0.307, 1.291, 6.379], [-0.552, 1.322, 5.960], [0.453, 2.182, 6.696], [4.233, -2.133, -3.540], [4.655, -1.950, -2.701], [4.805, -1.724, -4.190], [-5.217, -0.801, 1.241], [-4.295, -0.552, 1.182], [-5.202, -1.722, 1.501], [4.756, -2.366, 2.397], [4.987, -3.184, 1.956], [3.807, -2.415, 2.512], [-3.771, 4.001, 3.065], [-3.101, 4.467, 2.565], [-4.538, 3.997, 2.492]], "total_charge": -1, "orbital_gap_ha": 0.40504}

---

Entry 4:
{"formula": "C23H43NO18", "method": "ωB97M-V/def2-TZVPD", "species": ["C", "C", "C", "O", "C", "O", "O", "H", "H", "H", "H", "H", "H", "C", "O", "C", "O", "O", "C", "H", "H", "H", "H", "H", "H", "C", "O", "C", "O", "O", "C", "H", "H", "H", "H", "H", "H", "C", "O", "C", "O", "O", "C", "H", "H", "H", "H", "H", "H", "C", "O", "C", "O", "O", "C", "H", "H", "H", "H", "H", "H", "C", "O", "C", "O", "O", "C", "H", "H", "H", "H", "H", "H", "C", "C", "C", "C", "N", "H", "H", "H", "H", "H", "H", "H"], "positions_angstrom": [[-10.071, -15.189, -21.335], [-10.794, -13.806, -21.644], [-9.827, -12.683, -21.416], [-9.824, -11.987, -22.662], [-10.368, -12.703, -23.661], [-10.478, -12.456, -24.838], [-10.971, -13.803, -23.094], [-10.693, -15.978, -21.594], [-9.986, -15.252, -20.230], [-9.122, -15.438, -21.876], [-11.736, -13.755, -21.029], [-8.859, -13.042, -21.108], [-10.104, -12.042, -20.638], [-5.948, -17.358, -20.871], [-5.547, -16.087, -21.429], [-5.812, -15.006, -20.857], [-6.717, -14.908, -19.750], [-5.238, -13.875, -21.474], [-5.419, -12.553, -21.053], [-5.364, -18.278, -21.118], [-6.918, -17.675, -21.141], [-5.910, -17.269, -19.772], [-6.394, -12.328, -21.260], [-4.584, -11.948, -21.494], [-5.350, -12.379, -19.941], [-2.598, -14.057, -23.619], [-2.090, -13.310, -24.726], [-1.077, -12.398, -24.501], [-0.729, -12.047, -23.186], [-0.436, -11.900, -25.622], [0.782, -11.109, -25.553], [-1.806, -14.817, -23.491], [-3.668, -14.287, -23.855], [-2.582, -13.400, -22.714], [0.578, -10.205, -24.845], [0.979, -10.971, -26.599], [1.540, -11.705, -25.044], [-5.021, -7.047, -23.531], [-6.283, -7.512, -23.274], [-6.407, -8.477, -22.487], [-5.272, -9.289, -22.179], [-7.677, -8.695, -22.050], [-7.838, -9.788, -21.260], [-4.282, -7.140, -22.737], [-5.013, -6.008, -23.880], [-4.827, -7.572, -24.371], [-7.046, -9.879, -20.437], [-7.816, -10.698, -21.761], [-8.843, -9.977, -20.763], [-1.123, -7.745, -21.962], [-1.305, -8.701, -22.941], [-1.717, -8.295, -24.093], [-2.050, -7.023, -24.314], [-1.834, -9.219, -24.894], [-2.184, -8.900, -26.216], [-1.683, -8.034, -21.114], [-1.439, -6.744, -22.112], [-0.090, -7.790, -21.575], [-3.298, -8.599, -26.253], [-1.984, -9.715, -26.913], [-1.687, -7.946, -26.498], [-9.162, -9.053, -24.837], [-9.367, -7.691, -24.385], [-10.091, -6.694, -24.998], [-10.211, -6.694, -26.402], [-10.415, -5.730, -24.149], [-11.223, -4.753, -24.738], [-9.118, -9.738, -24.007], [-8.176, -9.087, -25.287], [-9.892, -9.369, -25.600], [-10.938, -4.452, -25.767], [-11.156, -3.992, -24.020], [-12.278, -5.116, -24.797], [-5.271, -11.211, -26.313], [-6.085, -12.329, -25.896], [-6.213, -12.297, -24.358], [-7.017, -13.451, -23.774], [-7.670, -14.329, -23.319], [-5.636, -10.258, -25.923], [-5.321, -11.251, -27.346], [-4.186, -11.298, -26.182], [-5.734, -13.369, -26.288], [-7.070, -12.232, -26.347], [-6.615, -11.337, -24.089], [-5.239, -12.396, -23.892]], "total_charge": 0, "orbital_gap_ha": 0.38739}

---

Entry 5:
{"formula": "C4H8N4", "method": "ωB97M-V/def2-TZVPD", "species": ["H", "N", "C", "N", "N", "C", "C", "C", "N", "H", "H", "H", "H", "H", "H", "H"], "positions_angstrom": [[-2.945, -0.595, -0.202], [-2.139, -1.235, -0.233], [-1.196, -0.418, -0.089], [-1.263, 0.970, 0.062], [0.223, 1.594, 0.029], [0.721, 0.511, -0.832], [1.500, -0.898, -0.708], [0.289, -0.644, 0.100], [0.861, -0.447, 1.384], [-1.697, 1.381, 0.918], [0.018, 2.443, -0.581], [0.335, 0.298, -1.821], [2.513, -1.045, -0.234], [1.475, -1.329, -1.729], [0.609, 0.519, 1.760], [0.697, -1.105, 2.176]], "total_charge": 0, "orbital_gap_ha": 0.35466}

---

The following DFT total energy values (in eV) correspond, in order, to the records above: -18211.0442, -93306.7130, -54721.6261, -62883.6890, -10232.3873.
The following energy relative to the best compared isomer or geometry (same formula, charge and spin) values (in kcal per mole) correspond, in order, to the records above: 69.3, 10.5, 70.7, 54.0, 135.0.
The following LUMO energy values (in eV) correspond, in order, to the records above: -1.24, 2.18, 2.22, 0.56, 0.95.